Record 1
Formula: C32H35BrGeMnOTe4
Source: the OMol25 dataset
Level of theory: the ωB97M-V functional and the def2-TZVPD basis

The value obtained for the HOMO-LUMO gap (alpha / beta) is 5.847 / 5.901 eV. Its LUMO energy (alpha / beta) is -1.2 / -1.2 eV. The value obtained for the energy above the lowest of the compared OMol25 structures with the same formula, charge and spin is 0.0 kcal/mol. As for the spin multiplicity: 6.

Positions of all 75 atoms, in Å:
Mn1 -1.1741 0.6870 1.2219
C1 4.7686 5.1794 -1.5919
C2 4.5579 4.3672 -0.3053
C3 4.7154 5.1134 0.9968
C4 5.7114 3.2847 -0.3017
C5 3.1511 3.8187 -0.3269
C6 2.9071 2.4969 0.0754
C7 1.6348 2.0078 0.3158
Br1 1.3373 0.1940 0.6580
C8 0.5292 2.9061 0.2471
O1 -0.6421 2.4986 0.7316
C9 0.6914 4.1241 -0.4610
C10 2.0354 4.5544 -0.6587
C11 -0.4204 5.0042 -1.0852
C12 -1.7415 4.8616 -0.3304
C13 0.0760 6.4665 -1.0115
C14 -0.4661 4.5635 -2.6287
H1 5.7943 5.3710 -1.6783
H2 4.3130 6.1507 -1.3527
H3 4.3475 4.6317 -2.4082
H4 5.7212 5.4796 1.1869
H5 4.4694 4.4517 1.8272
H6 4.1032 6.0537 1.1281
H7 6.6990 3.6004 -0.6570
H8 5.3726 2.4222 -0.8963
H9 5.8829 2.9132 0.7332
H10 3.8043 1.8789 0.3786
H11 2.1869 5.5042 -1.1053
H12 -1.7112 5.6489 0.4397
H13 -1.9105 3.8597 0.0443
H14 -2.5407 5.0695 -1.1177
H15 0.6667 6.7024 -0.0958
H16 -0.7439 7.1936 -1.0066
H17 0.6686 6.7332 -1.8750
H18 -0.9870 3.6154 -2.7477
H19 0.5698 4.4978 -2.9464
H20 -0.8924 5.3391 -3.2682
Te1 -2.4872 -1.0038 -0.6226
Te2 -4.0977 0.2722 1.1965
Te3 -4.0792 -1.0516 3.6000
Te4 -1.3395 -0.9072 3.5479
C15 -0.4164 -4.4813 -3.8509
C16 -1.3381 -5.3649 -3.2481
C17 -1.5966 -5.1172 -1.8869
C18 -1.1682 -3.9371 -1.2671
C19 -0.1191 -3.1465 -1.8569
C20 0.2275 -3.4056 -3.1934
Ge1 -1.8995 -3.4229 0.4582
C21 -3.7452 -4.0162 0.8661
C22 -4.6204 -4.2960 -0.1702
C23 -5.8975 -4.8594 0.1084
C24 -6.2220 -5.1239 1.4205
C25 -5.3189 -4.8142 2.4117
C26 -4.0729 -4.2314 2.1673
C27 -0.6646 -4.1160 1.8429
C28 -1.0629 -5.2482 2.5282
C29 -0.1501 -6.0338 3.2350
C30 1.1917 -5.6317 3.1827
C31 1.5982 -4.4880 2.4523
C32 0.6681 -3.7045 1.8158
H21 -0.2333 -4.5855 -4.9261
H22 -1.7965 -6.1950 -3.8351
H23 -2.2924 -5.7886 -1.3615
H24 0.5209 -2.4302 -1.3259
H25 1.0523 -2.8719 -3.7131
H26 -4.3090 -4.0943 -1.1809
H27 -6.4951 -5.0841 -0.7934
H28 -7.1659 -5.6153 1.5995
H29 -5.5914 -5.0086 3.4379
H30 -3.5248 -3.8360 3.0154
H31 -2.1136 -5.5808 2.5675
H32 -0.4026 -6.8695 3.9173
H33 1.8500 -6.1276 3.8924
H34 2.6573 -4.2348 2.5569
H35 0.9694 -2.7939 1.2834

Record 2
Formula: C32H35F3O5RbS5Sb
Source: the OMol25 dataset
Level of theory: the ωB97M-V functional and the def2-TZVPD basis

The value obtained for the HOMO-LUMO gap is 6.144 eV. Its LUMO energy is -0.4 eV. The value obtained for the energy above the lowest of the compared OMol25 structures with the same formula, charge and spin is 8.9 kcal/mol. As for the spin multiplicity: 1.

Positions of all 82 atoms, in Å:
Rb1 -0.7213 -0.7476 1.1612
C1 1.2836 -1.7290 3.7389
C2 1.9571 -2.4335 2.5588
O1 1.0844 -2.7579 1.4907
C3 0.5390 -4.0557 1.4305
C4 -0.3588 -4.4057 2.6080
O2 -1.3343 -3.4034 2.8602
C5 -2.6984 -3.7919 2.7774
C6 -3.3863 -3.2806 1.5150
O3 -3.2184 -1.9004 1.2963
C7 -3.9990 -0.9751 2.0291
C8 -3.4719 -0.6213 3.4243
O4 -2.1332 -0.1753 3.3519
C9 -1.3550 -0.2304 4.5311
C10 0.0585 0.2891 4.2650
O5 0.8299 -0.4541 3.3356
H1 2.0238 -1.6180 4.5398
H2 0.4549 -2.3325 4.1177
H3 2.4543 -3.3401 2.9194
H4 2.7194 -1.7764 2.1415
H5 1.3441 -4.7963 1.3681
H6 -0.0277 -4.0964 0.5000
H7 0.2457 -4.5203 3.5124
H8 -0.8314 -5.3727 2.4194
H9 -3.1972 -3.3981 3.6611
H10 -2.7958 -4.8796 2.8239
H11 -4.4516 -3.5363 1.5537
H12 -2.9639 -3.7707 0.6357
H13 -5.0245 -1.3480 2.1258
H14 -4.0236 -0.0724 1.4222
H15 -3.5427 -1.4698 4.1096
H16 -4.1075 0.1717 3.8319
H17 -1.3347 -1.2592 4.9087
H18 -1.8087 0.3977 5.3056
H19 0.5982 0.3384 5.2164
H20 0.0058 1.2936 3.8432
F1 2.9520 -3.3121 -6.8703
C11 2.6009 -2.5878 -5.7936
C12 3.5144 -1.7044 -5.2531
C13 3.1396 -0.9624 -4.1399
C14 1.8819 -1.0977 -3.5644
C15 0.9949 -1.9999 -4.1448
C16 1.3359 -2.7506 -5.2610
Sb1 1.1540 0.0403 -1.8798
C17 2.9317 1.1472 -1.5444
C18 2.9578 2.5350 -1.6338
C19 4.1210 3.2480 -1.3794
C20 5.2566 2.5479 -1.0259
F2 6.3882 3.2271 -0.7815
C21 5.2696 1.1717 -0.9039
C22 4.0929 0.4821 -1.1605
C23 0.0967 1.4643 -3.0471
C24 -1.2460 1.7010 -2.7777
C25 -1.9894 2.5962 -3.5337
C26 -1.3564 3.2585 -4.5678
F3 -2.0635 4.1275 -5.3081
C27 -0.0226 3.0500 -4.8721
C28 0.6932 2.1397 -4.1086
H21 4.4959 -1.5962 -5.6998
H22 3.8626 -0.2603 -3.7323
H23 -0.0034 -2.1347 -3.7323
H24 0.6421 -3.4486 -5.7141
H25 2.0547 3.0781 -1.8862
H26 4.1487 4.3300 -1.4456
H27 6.1794 0.6603 -0.6135
H28 4.1060 -0.6012 -1.0648
H29 -1.7271 1.2156 -1.9365
H30 -3.0309 2.8002 -3.3197
H31 0.4350 3.5891 -5.6949
H32 1.7353 1.9623 -4.3549
C29 -2.6332 3.4596 3.0012
S1 -3.3397 2.7946 1.4850
C30 -2.4245 3.6950 0.3001
C31 -1.1259 3.4617 -0.0059
S2 -0.0611 2.2249 0.5637
S3 -0.4172 4.5622 -1.1606
C32 -1.8324 5.5182 -1.4955
S4 -1.8875 6.6588 -2.6794
S5 -3.1981 5.0240 -0.5570
H33 -3.1289 2.9615 3.8392
H34 -2.8029 4.5322 3.0887
H35 -1.5634 3.2495 3.0360

Record 3
Formula: C32H35FN2O3S
Source: the OMol25 dataset
Level of theory: the ωB97M-V functional and the def2-TZVPD basis

The value obtained for the HOMO-LUMO gap is 7.373 eV. Its LUMO energy is -1.3 eV. As for the SMILES: O=C1C(CCc2ccccc2)=C(CCCS)C(=O)C(C[C@H]2CO2)=C1CCF.c1ccncc1.c1ccncc1. As for the spin multiplicity: 1.

Positions of all 74 atoms, in Å:
O1 2.8217 -2.4991 1.9138
C1 1.8542 -1.8403 1.4205
C2 0.3865 -2.4981 1.3369
C3 0.2258 -3.9425 1.9881
C4 -0.1697 -5.1112 0.9639
C5 0.8277 -5.3020 -0.2655
C6 1.4851 -6.7211 -0.4346
C7 2.4392 -7.1073 -1.5844
C8 2.7772 -6.0480 -2.6752
C9 2.1587 -4.6332 -2.5078
C10 1.1874 -4.2443 -1.3335
C11 -0.6387 -1.7280 0.7310
C12 -2.1352 -2.2649 0.6368
C13 -3.1629 -1.2693 1.4237
C14 -4.2206 -0.5601 0.4422
S1 -5.1930 -1.7753 -0.6030
C15 -0.2777 -0.2978 0.1490
O2 -1.1979 0.3804 -0.4079
C16 1.1606 0.3984 0.2421
C17 1.3684 1.8485 -0.3689
C18 2.2026 1.5859 -1.8542
C19 1.2195 1.0070 -3.0909
O3 1.8083 2.4997 -2.9895
C20 2.1872 -0.3653 0.8911
C21 3.6480 0.3110 1.0578
C22 3.6197 1.1586 2.4502
F1 2.4199 1.9409 2.6020
H1 1.1235 -4.2749 2.6198
H2 -0.6543 -3.8597 2.7377
H3 -0.1595 -6.0965 1.5702
H4 -1.2265 -5.0272 0.5308
H5 1.2279 -7.5311 0.3393
H6 2.8815 -8.1689 -1.6458
H7 3.4571 -6.3651 -3.5341
H8 2.3872 -3.8321 -3.3023
H9 0.7473 -3.1918 -1.2658
H10 -2.4144 -2.3562 -0.4825
H11 -2.3041 -3.2983 1.0835
H12 -3.7914 -1.9222 2.1438
H13 -2.6053 -0.5296 2.1093
H14 -3.7651 0.2101 -0.2648
H15 -4.9714 0.0070 1.1135
H16 -4.4322 -1.8584 -1.7834
H17 0.4262 2.3470 -0.7647
H18 2.0641 2.5278 0.2212
H19 3.3237 1.1646 -1.7988
H20 1.8370 0.5824 -3.9597
H21 0.1889 1.4725 -3.2307
H22 4.4927 -0.4543 1.0651
H23 3.8780 1.0734 0.2415
H24 3.7156 0.4292 3.3203
H25 4.5043 1.9002 2.4325
N1 2.8308 7.0066 -3.1629
C23 2.7963 7.7311 -4.2930
C24 2.0994 7.3544 -5.4296
C25 1.3985 6.1570 -5.4028
C26 1.4186 5.3876 -4.2486
C27 2.1427 5.8536 -3.1634
H26 3.3621 8.6569 -4.2658
H27 2.1048 7.9805 -6.3133
H28 0.8417 5.8268 -6.2732
H29 0.8840 4.4482 -4.1925
H30 2.1857 5.2892 -2.2375
N2 -3.4172 1.1874 3.8415
C28 -3.9519 2.2431 3.2068
C29 -4.9850 3.0101 3.7208
C30 -5.5021 2.6673 4.9616
C31 -4.9698 1.5796 5.6388
C32 -3.9350 0.8786 5.0412
H31 -3.5162 2.4694 2.2387
H32 -5.3756 3.8533 3.1650
H33 -6.3120 3.2424 5.3970
H34 -5.3495 1.2837 6.6087
H35 -3.4833 0.0227 5.5328

The highest spin multiplicity belongs to which entry? C32H35BrGeMnOTe4